C5H10N2 as an isolated structure, computed with ωB97M-V/def2-TZVPD.

Last column: natural (NBO) charge in e.
Geometry (Å):
C -1.48610 0.58922 -0.18818  -0.648
N 0.42556 0.10715 -1.63110  -0.603
C 0.01475 0.49382 -0.32829  0.059
N 0.48243 1.60006 1.79948  -0.820
C 0.86831 1.05121 0.60137  -0.054
C 0.67833 -1.26846 -0.88854  0.007
C -0.11826 -2.22204 -0.40231  -0.503
H 1.31264 0.51551 -1.90224  0.358
H -0.48439 1.48754 2.05703  0.377
H 1.13379 1.53653 2.56710  0.381
H 1.92572 1.13961 0.37923  0.184
H 1.64432 -1.57394 -1.28587  0.189
H -1.82012 0.31728 0.81654  0.201
H -1.94870 -0.09867 -0.89520  0.236
H -1.81934 1.60009 -0.42818  0.225
H 0.18073 -3.25476 -0.46746  0.215
H -0.98967 -2.02014 0.19662  0.195

Cartesian forces (eV/Å) of the 3 atoms listed first:
0.3 -0.5 0.2
-0.3 -3.2 2.3
0.2 4.3 2.1

As for the HOMO-LUMO gap: 7.7949 eV. The calculation puts the energy above the lowest of the compared OMol25 structures with the same formula, charge and spin at 3.513 eV. As for the max |F|: 4.77 eV/Å.